C13H19N2OP | ωB97M-V with the def2-TZVPD basis set

ORCA input file:
```
! RIJCOSX wB97M-V def2-TZVPD def2/J DEFGRID3
* xyz 0 1
C 0.8964 -0.6961 1.4272
C 0.0161 -0.9359 0.4631
C -1.0203 -0.8957 -0.7657
N -1.5468 -2.2870 -0.9621
C -0.4617 -0.1879 -2.1064
C 1.1453 -0.2021 -2.2704
C 1.9008 1.0126 -1.4904
C 1.3233 2.4890 -1.4384
C 2.1390 3.5614 -0.6027
C 3.4618 3.1327 0.1385
C 4.0672 1.6562 0.0855
C 3.2590 0.5909 -0.7446
C -2.3145 0.0097 -0.2609
O -2.1989 0.1326 1.1855
C -3.1077 -0.7529 1.8977
P -2.1018 -1.8571 3.1183
N -1.4838 -3.1453 2.3295
H 1.5544 -0.2970 2.2952
H -2.4050 -2.3867 -0.3806
H -1.7528 -2.4918 -1.9525
H -0.8839 -0.8105 -3.0024
H -0.8248 0.8885 -2.2762
H 1.3701 -0.0174 -3.4034
H 1.6541 -1.1978 -2.0068
H 0.3335 2.7323 -1.9867
H 1.7046 4.6262 -0.5427
H 4.0341 3.9200 0.7487
H 5.0220 1.3237 0.6279
H 3.6292 -0.4980 -0.8171
H -3.3215 -0.4158 -0.6266
H -2.2553 1.0964 -0.6819
H -3.7252 -1.4576 1.2245
H -3.7718 -0.0706 2.5711
H -2.9406 -2.3531 4.2026
H -0.9553 -1.1227 3.6142
H -0.4392 -3.0933 2.3892
*
```

Calculated values
LUMO energy ... 0.635 eV
E_HOMO ... -7.79 eV
SMILES ... C#C[C@](N)(CCc1ccccc1)COC[PH2]=N

***

C13H19NO6S2 | ωB97M-V with the def2-TZVPD basis set

ORCA input file:
```
! RIJCOSX wB97M-V def2-TZVPD def2/J DEFGRID3
* xyz 0 1
C -3.8834 -1.2190 -3.6742
O -3.9832 -0.5727 -2.4269
C -2.8823 0.0189 -1.9101
C -1.6296 0.0357 -2.5051
C -0.5606 0.6717 -1.8852
C -0.7584 1.2897 -0.6737
S 0.6163 2.0392 0.1864
O 1.5575 2.5518 -0.7668
O 0.1107 2.9159 1.1986
N 1.3683 0.7616 0.9737
C 0.5021 0.1333 1.9454
C 2.2964 -0.0056 0.1736
C 3.6872 -0.0893 0.8468
C 3.6721 -1.1526 1.9202
S 2.5849 -2.4370 1.2079
O 3.3738 -3.4893 0.6297
O 1.5781 -2.8283 2.1588
C 1.8583 -1.4257 -0.1385
C -1.9995 1.2925 -0.0547
C -3.0746 0.6662 -0.6610
O -4.3286 0.6084 -0.1583
C -4.5872 1.2558 1.0668
H -3.5912 -0.5219 -4.4657
H -4.8802 -1.6034 -3.8826
H -3.1742 -2.0520 -3.6404
H -1.4720 -0.4415 -3.4583
H 0.4094 0.7052 -2.3523
H -0.3898 -0.3066 1.4825
H 0.1855 0.9167 2.6316
H 1.0190 -0.6492 2.4920
H 2.4147 0.5847 -0.7407
H 4.4182 -0.3539 0.0811
H 3.9408 0.8920 1.2466
H 3.2305 -0.8157 2.8516
H 4.6429 -1.6017 2.0988
H 2.2970 -1.7943 -1.0600
H 0.7834 -1.5646 -0.1447
H -2.0884 1.8138 0.8833
H -4.0015 0.8202 1.8821
H -4.3816 2.3284 1.0046
H -5.6472 1.0997 1.2593
*
```

Calculated values
LUMO energy ... 0.475 eV
E_HOMO ... -8.74 eV
SMILES ... COc1ccc(S(=O)(=O)N(C)[C@H]2CCS(=O)(=O)C2)cc1OC

***

C13H19NSiV | ωB97M-V with the def2-TZVPD basis set

ORCA input file:
```
! RIJCOSX wB97M-V def2-TZVPD def2/J DEFGRID3
* xyz -1 3
C -0.7156 -2.3695 -2.6868
C -0.4512 -1.1855 -3.4645
C -1.3144 -0.1435 -2.9899
C -2.1200 -0.6884 -1.9356
C -1.7161 -2.0434 -1.7141
V 0.0518 -0.7938 -1.4319
C 1.9458 -0.0116 -2.1976
C 2.3980 -1.4113 -1.9200
C 3.3449 -2.0740 -2.6730
N 1.5592 -1.9522 -1.0008
H -1.3724 0.8652 -3.4000
H 0.2322 -1.1113 -4.3099
H -2.9078 -0.1582 -1.3984
H -2.1558 -2.7459 -1.0075
H -0.2805 -3.3568 -2.8500
H 2.0941 0.4291 -3.1803
H 1.7492 -2.8349 -0.5257
H 1.9973 0.6626 -1.3315
H 3.8647 -1.5006 -3.4381
H 3.4821 -3.1503 -2.5979
C -1.6150 0.3899 3.8570
Si -0.5846 1.6342 2.8991
C -1.5053 3.2460 2.6610
C 1.0704 1.9307 3.7186
C -0.3746 0.9275 1.2161
C -0.3491 0.3628 0.1113
H -1.8931 0.7722 4.8487
H -1.0660 -0.5540 3.9884
H -2.5340 0.1600 3.2975
H -1.7092 3.7374 3.6188
H -0.9127 3.9222 2.0325
H -2.4560 3.0599 2.1461
H 1.6059 0.9884 3.8913
H 1.7024 2.5636 3.0825
H 0.9356 2.4338 4.6849
*
```

Calculated values
LUMO energy (alpha / beta) ... 3.066 / 3.063 eV
E_HOMO (alpha / beta) ... -2.71 / -2.99 eV
Expectation value of S² ... 2.03

***

C13H19P | ωB97M-V with the def2-TZVPD basis set

ORCA input file:
```
! RIJCOSX wB97M-V def2-TZVPD def2/J DEFGRID3
* xyz 0 1
C 0.7841 -1.6900 -3.1026
C -0.1397 -2.3826 -2.2924
C 0.9560 -0.3750 -2.7965
C -0.6438 -1.9084 -1.1393
C 0.3017 0.2417 -1.7355
C -0.3680 -0.5164 -0.7986
C 0.4591 1.7205 -1.5372
C 1.0133 1.9953 -0.1855
C -0.1170 1.9507 0.7375
C -0.8139 0.0109 0.4973
C 1.3446 -0.5332 1.7434
C -0.5698 0.1006 3.1704
C -0.2428 -0.5760 1.7943
P -2.6875 0.2092 0.5715
H 1.3752 -2.3301 -3.7646
H -0.4921 -3.3455 -2.7927
H 1.7667 0.2208 -3.1754
H -1.2774 -2.5658 -0.5803
H 1.0509 2.2702 -2.2452
H -0.5824 2.2186 -1.5616
H 1.7759 1.2859 0.2547
H 1.4023 3.0756 -0.3169
H 0.0954 2.0287 1.7587
H -0.9523 2.4835 0.3322
H 1.8072 0.4034 1.9356
H 1.6669 -0.9589 0.8130
H 1.5521 -1.2060 2.5201
H 0.0837 -0.3271 3.9394
H -1.7179 0.0361 3.3506
H -0.5245 1.1428 3.0748
H -0.4916 -1.7142 1.7728
H -2.9569 -1.2124 0.5342
H -2.8575 0.2472 -0.7762
*
```

Calculated values
LUMO energy ... 0.928 eV
E_HOMO ... -8.36 eV
Energy above the lowest of the compared OMol25 structures with the same formula, charge and spin ... 72.4 kcal per mole